# 1
DFT (ωB97M-V/def2-TZVPD) results for a molecular structure, C28H76Li2N8O14 in a non-equilibrium geometry.

- HOMO level (eV) = -8.371
- max |F| (eV/A) = 1.54
- gap between HOMO and LUMO (eV) = 6.7
- charge = 0
- 2S+1 = 1

Last column: Löwdin charge in e.
Positions of all 128 atoms, in Å:
Li1 -0.4388 -4.3545 -2.1850  0.809
Li2 -2.5590 -3.5374 0.4953  0.590
O1 -2.5834 -1.6690 1.2521  -0.394
C1 -1.5495 -1.1240 0.5119  -0.368
C2 -0.5857 -2.0362 -0.2755  -0.386
O2 -1.1669 -3.1035 -0.9931  -0.491
H1 -0.8909 -0.5038 1.1559  0.099
H2 -1.9663 -0.3962 -0.2225  0.080
H3 0.2437 -2.3937 0.3518  0.074
H4 -0.1579 -1.3323 -1.0119  0.088
C3 -5.9739 -0.2198 0.3627  -0.694
O3 -7.1561 -0.0018 0.2308  0.028
N1 -5.4482 -1.0028 1.3631  0.159
N2 -5.0084 0.1789 -0.5341  0.169
H5 -4.4838 -1.3028 1.2482  0.041
H6 -6.0806 -1.2910 2.0821  0.108
H7 -5.1905 0.6743 -1.3846  0.107
H8 -4.0499 -0.0215 -0.3011  0.054
C4 -2.8994 -1.1648 -3.9287  -0.683
O4 -3.3464 -0.9889 -5.0406  0.030
N3 -3.2362 -2.2686 -3.1732  0.153
N4 -1.9831 -0.3298 -3.3383  0.168
H9 -3.8557 -2.9170 -3.6197  0.091
H10 -2.7731 -2.5341 -2.3068  0.049
H11 -1.7241 -0.4855 -2.3810  0.055
H12 -1.7259 0.5369 -3.7681  0.102
C5 -5.3858 -3.7499 -0.7713  -0.060
O5 -4.2347 -4.4194 -0.2439  -0.250
C6 -4.5207 -5.1216 0.9692  -0.221
C7 -3.3318 -5.9093 1.4620  -0.184
N5 -2.1946 -5.0261 1.8044  -0.092
C8 -0.9617 -5.7969 2.0528  -0.189
C9 0.2128 -4.8640 2.2436  -0.234
O6 -0.0171 -4.1648 3.4305  -0.183
C10 0.7765 -3.0182 3.5989  -0.094
H13 -5.3149 -2.6855 -0.5614  0.069
H14 -6.2959 -4.1728 -0.3425  0.097
H15 -5.4440 -3.9094 -1.8478  0.085
H16 -5.3237 -5.8367 0.7442  0.129
H17 -4.9264 -4.4497 1.7358  0.138
H18 -3.0626 -6.6329 0.6900  0.125
H19 -3.6104 -6.4678 2.3636  0.134
H20 -2.3663 -4.6580 2.7418  0.103
H21 -0.7411 -6.5578 1.3030  0.119
H22 -1.0561 -6.3428 3.0051  0.133
H23 0.2961 -4.1679 1.3987  0.102
H24 1.1086 -5.5044 2.3077  0.131
H25 0.3801 -2.4787 4.4519  0.092
H26 0.6898 -2.3610 2.7159  0.076
H27 1.8409 -3.2661 3.6803  0.092
C11 1.2026 1.6758 2.6984  -0.116
O7 1.8839 2.7395 2.0954  -0.185
C12 1.0207 3.5931 1.3668  -0.240
C13 1.8042 4.7831 0.8617  -0.188
N6 2.8365 4.4297 -0.1185  -0.042
C14 2.3166 4.1409 -1.4513  -0.219
C15 3.4361 3.9888 -2.4521  -0.248
O8 4.2055 2.8591 -2.1310  -0.191
C16 5.0593 2.4652 -3.1702  -0.121
H28 0.3987 1.3232 2.0356  0.069
H29 0.7887 1.8930 3.6866  0.093
H30 1.8959 0.8339 2.7669  0.080
H31 0.1984 3.9249 2.0228  0.121
H32 0.5228 3.0528 0.5466  0.117
H33 2.3427 5.2383 1.6949  0.121
H34 1.0666 5.4785 0.4570  0.102
H35 3.2889 3.5895 0.2293  0.101
H36 1.7061 4.9884 -1.7761  0.109
H37 1.6948 3.2329 -1.4606  0.120
H38 4.0612 4.8949 -2.4524  0.129
H39 2.9977 3.9423 -3.4632  0.123
H40 5.6409 3.3229 -3.5520  0.092
H41 4.4800 2.1200 -4.0372  0.092
H42 5.7728 1.7351 -2.8031  0.073
C17 -1.5720 7.1089 -3.0703  -0.132
O9 -2.2506 6.4373 -2.0532  -0.178
C18 -1.3880 5.9451 -1.0459  -0.252
C19 -2.1832 5.2046 -0.0162  -0.217
N7 -2.4865 3.8675 -0.4791  -0.044
C20 -3.1501 2.9874 0.4748  -0.205
C21 -4.5546 3.3576 0.8684  -0.231
O10 -4.5217 4.4525 1.7678  -0.199
C22 -5.8167 4.9294 2.0622  -0.110
H43 -0.9069 7.9010 -2.6950  0.088
H44 -2.3038 7.6127 -3.7039  0.087
H45 -0.9862 6.4302 -3.7034  0.088
H46 -0.9069 6.8383 -0.6024  0.124
H47 -0.5312 5.3664 -1.4202  0.102
H48 -3.0621 5.8243 0.2021  0.122
H49 -1.6041 5.1689 0.9105  0.115
H50 -3.0089 3.9209 -1.3453  0.112
H51 -2.5284 2.8882 1.3669  0.119
H52 -3.1824 2.0066 -0.0008  0.087
H53 -5.0205 2.5175 1.4064  0.120
H54 -5.1753 3.5558 -0.0186  0.131
H55 -5.7791 5.5254 2.9678  0.084
H56 -6.5454 4.1155 2.1275  0.087
H57 -6.1548 5.5720 1.2322  0.089
C23 9.5563 -4.0324 0.9291  -0.112
O11 8.6014 -3.6242 -0.0276  -0.193
C24 9.0977 -2.6054 -0.8680  -0.244
C25 8.0768 -2.3540 -1.9628  -0.211
N8 6.9456 -1.6234 -1.4124  -0.058
C26 5.7463 -1.7439 -2.1950  -0.239
C27 4.6641 -0.8278 -1.7010  -0.233
O12 4.2376 -1.2972 -0.4283  -0.195
C28 3.1841 -0.5018 0.0882  -0.097
H58 9.1070 -4.8221 1.5239  0.086
H59 9.7997 -3.1918 1.5946  0.090
H60 10.4865 -4.3663 0.4591  0.086
H61 10.0871 -2.8472 -1.2749  0.121
H62 9.2047 -1.6719 -0.2921  0.128
H63 7.7986 -3.3306 -2.3821  0.121
H64 8.5089 -1.7178 -2.7390  0.119
H65 6.7555 -1.8645 -0.4474  0.114
H66 5.3552 -2.7711 -2.3012  0.123
H67 5.9750 -1.4290 -3.2232  0.123
H68 3.8225 -0.7912 -2.3992  0.126
H69 5.1257 0.1512 -1.5147  0.107
H70 3.5568 0.5042 0.3065  0.092
H71 2.8849 -0.9763 1.0237  0.079
H72 2.3228 -0.5116 -0.5879  0.080
O13 -2.3935 -2.5126 3.7789  -0.087
H73 -2.1880 -2.4743 2.8306  -0.023
H74 -3.0041 -1.7668 3.8552  0.012
O14 -3.0291 0.2526 3.2630  -0.069
H75 -3.1382 -0.2626 2.4412  -0.012
H76 -2.0773 0.3804 3.3140  0.031

***

# 2
DFT (ωB97M-V/def2-TZVPD) results for 13 unconnected molecules or ions with the total composition C28H76N2O17 in a non-equilibrium geometry.

- HOMO level (eV) = -9.194
- max |F| (eV/A) = 9.54
- gap between HOMO and LUMO (eV) = 9.6
- charge = 0
- 2S+1 = 1

Last column: Löwdin charge in e.
Positions of all 123 atoms, in Å:
C1 12.4184 -2.3361 1.5091  -0.097
C2 11.3324 -2.1011 0.2601  -0.245
O1 9.9420 -2.2126 0.7548  -0.224
C3 8.9830 -1.7334 -0.2653  -0.216
C4 7.4932 -1.3501 0.3886  -0.153
C5 6.4430 -1.3227 -0.9025  -0.208
C6 4.8875 -0.9402 -0.4483  -0.201
C7 4.3806 -1.8615 0.8103  -0.126
C8 2.7350 -2.1513 0.7951  -0.132
O2 2.6311 -3.0578 1.9873  -0.052
C9 1.9858 -2.4047 3.1401  -0.221
O3 1.4104 -2.9209 4.2306  0.037
O4 2.0434 -0.9424 2.8090  -0.050
C10 1.7331 -0.9784 1.3425  -0.302
C11 2.0710 0.6098 0.9388  -0.069
C12 1.1959 1.6529 1.9035  -0.139
N1 1.2107 3.0185 1.7112  0.050
C13 0.1246 -1.0378 1.0541  -0.016
C14 -0.4331 -2.4407 0.4243  -0.268
O5 -0.0939 -3.6799 0.7854  -0.020
N2 -1.5151 -2.3046 -0.6689  -0.189
C15 -2.7506 -1.8559 0.1394  -0.109
C16 -1.8860 -3.6547 -1.2432  -0.156
H1 12.7768 -1.3250 1.9804  0.071
H2 13.3824 -2.9241 1.1478  0.077
H3 11.8807 -3.0338 2.2904  0.084
H4 11.5615 -2.9377 -0.5596  0.116
H5 11.5603 -1.0383 -0.1794  0.122
H6 8.7892 -2.6037 -1.0333  0.110
H7 9.4628 -0.8239 -0.8437  0.129
H8 7.6395 -0.2598 0.8521  0.124
H9 7.1514 -2.1304 1.2086  0.120
H10 6.4748 -2.3102 -1.5401  0.118
H11 6.8176 -0.4160 -1.5788  0.121
H12 4.9555 0.1802 -0.0501  0.110
H13 4.1967 -1.0622 -1.3854  0.116
H14 4.8685 -2.9393 0.6478  0.139
H15 4.7198 -1.4714 1.8723  0.118
H16 2.3708 -2.8791 -0.0660  0.181
H17 3.2008 0.8127 1.1701  0.116
H18 1.7630 0.8448 -0.1834  0.145
H19 0.5130 1.1826 2.7616  0.143
H20 1.8475 3.1843 0.8958  0.063
H21 -0.1776 -0.1681 0.2946  0.144
H22 -0.4710 -0.8632 2.0691  0.161
H23 -3.7313 -2.4140 -0.1747  0.101
H24 -2.5425 -2.1805 1.2698  0.110
H25 -2.8593 -0.6761 0.1723  0.096
H26 -0.9727 -4.1455 -1.8298  0.106
H27 -2.7854 -3.5334 -2.0130  0.102
H28 -2.2978 -4.3995 -0.4117  0.106
C17 -5.7546 1.1801 -0.5934  -0.162
O6 -5.1026 0.2293 0.2283  -0.149
H29 -5.0192 1.6387 -1.2584  0.082
H30 -6.5219 0.6815 -1.1907  0.065
H31 -6.2093 1.9525 0.0318  0.072
H32 -5.7798 -0.1607 0.8070  0.081
C18 -9.4453 2.6525 -1.5683  -0.139
O7 -8.7933 1.7018 -0.7466  -0.146
H33 -8.7099 3.1112 -2.2333  0.088
H34 -10.2126 2.1540 -2.1656  0.060
H35 -9.9000 3.4250 -0.9431  0.072
H36 -9.4704 1.3118 -0.1679  0.066
C19 4.8825 0.5604 4.3124  -0.147
O8 5.6115 0.3235 3.1221  -0.155
H37 3.8141 0.5345 4.0858  0.066
H38 5.1164 -0.2163 5.0447  0.083
H39 5.1445 1.5433 4.7117  0.080
H40 6.5552 0.3524 3.3543  0.086
C20 -9.0063 0.6594 -5.0273  -0.164
O9 -10.0341 1.6329 -5.0285  -0.140
H41 -9.0160 0.1337 -4.0698  0.072
H42 -9.1797 -0.0559 -5.8351  0.065
H43 -8.0388 1.1494 -5.1618  0.083
H44 -10.0009 2.0827 -5.8900  0.089
C21 1.8502 6.5249 3.5771  -0.174
O10 2.4631 5.3971 4.1745  -0.143
H45 2.4386 7.4149 3.8117  0.077
H46 1.8143 6.3898 2.4933  0.070
H47 0.8390 6.6441 3.9738  0.074
H48 1.9191 4.6233 3.9491  0.056
C22 -11.9040 -0.2020 -2.9494  -0.160
O11 -11.2250 -0.4694 -1.7363  -0.140
H49 -12.9490 0.0273 -2.7286  0.083
H50 -11.4420 0.6552 -3.4453  0.046
H51 -11.8549 -1.0810 -3.5970  0.082
H52 -10.3010 -0.6693 -1.9638  0.074
C23 -11.9861 2.7020 1.4028  -0.153
O12 -11.3733 1.5742 2.0002  -0.139
H53 -11.3978 3.5920 1.6374  0.085
H54 -12.0221 2.5668 0.3190  0.070
H55 -12.9974 2.8212 1.7995  0.079
H56 -11.9172 0.8004 1.7748  0.094
C24 -8.8142 0.8162 3.8629  -0.165
O13 -7.9998 0.5090 2.7464  -0.133
H57 -8.4901 0.2148 4.7153  0.080
H58 -8.7131 1.8763 4.1081  0.080
H59 -9.8562 0.5829 3.6303  0.057
H60 -8.3109 1.0574 2.0061  0.060
C25 -2.4023 2.9323 2.6097  -0.163
O14 -1.6733 2.6954 1.4194  -0.162
H61 -3.4706 2.9064 2.3831  0.076
H62 -2.1684 2.1556 3.3419  0.071
H63 -2.1403 3.9152 3.0090  0.074
H64 -0.7295 2.7243 1.6516  -0.016
C26 16.1090 -1.0633 1.2153  -0.173
O15 15.0811 -0.0897 1.2141  -0.144
H65 16.0993 -1.5890 2.1728  0.082
H66 15.9355 -1.7786 0.4076  0.072
H67 17.0765 -0.5732 1.0808  0.074
H68 15.1143 0.3600 0.3526  0.084
C27 -6.9910 -0.8362 -7.7766  -0.154
O16 -8.0189 0.1373 -7.7778  -0.155
H69 -7.0007 -1.3620 -6.8190  0.082
H70 -7.1645 -1.5515 -8.5843  0.078
H71 -6.0235 -0.3462 -7.9111  0.079
H72 -7.9857 0.5871 -8.6393  0.090
C28 10.4090 -2.9132 -3.3535  -0.165
O17 9.3811 -1.9396 -3.3547  -0.149
H73 10.3993 -3.4389 -2.3960  0.057
H74 10.2355 -3.6285 -4.1613  0.079
H75 11.3765 -2.4231 -3.4880  0.081
H76 9.4143 -1.4899 -4.2162  0.088

***

# 3
DFT (ωB97M-V/def2-TZVPD) results for a molecular structure, C28H78ClF6NO21S2Sn in a non-equilibrium geometry.

- HOMO level (eV) = -7.411
- max |F| (eV/A) = 3.87
- gap between HOMO and LUMO (eV) = 1.9
- charge = 0
- 2S+1 = 1

Last column: Löwdin charge in e.
Positions of all 138 atoms, in Å:
Sn1 0.7457 0.2432 5.3193  1.819
C1 -4.7921 -4.0345 -5.5938  -0.585
F1 -5.3165 -5.1875 -5.9394  0.147
F2 -3.9578 -3.5994 -6.6179  0.080
F3 -5.7954 -3.1580 -5.4284  0.114
S1 -3.7563 -4.1675 -3.9048  0.701
O1 -4.3357 -5.1908 -3.0472  -0.323
O2 -2.3828 -4.3867 -4.3320  -0.326
N1 -3.7316 -2.5036 -3.3392  -0.277
S2 -4.4943 -2.5873 -2.0215  0.519
O3 -5.8873 -2.9525 -2.2717  -0.338
O4 -3.8481 -3.2785 -0.9158  -0.336
C2 -4.4281 -0.7163 -1.4809  -0.663
F4 -3.1394 -0.2875 -1.5958  0.097
F5 -5.2065 0.0202 -2.2294  0.150
F6 -4.7795 -0.6377 -0.2160  0.129
Cl1 0.4223 0.5644 0.5848  0.614
O5 1.0967 1.3008 -0.4463  -0.301
O6 -0.9310 0.9561 0.5944  -0.328
O7 0.4300 -0.8300 0.3049  -0.321
O8 0.9776 0.7201 1.9072  -0.400
C3 2.0489 4.2988 2.8092  -0.038
C4 2.6644 3.3893 3.9536  -0.268
O9 1.6997 3.2007 4.9567  -0.184
H1 2.8093 4.5478 2.0689  0.070
H2 1.6912 5.2490 3.2057  0.078
H3 1.1955 3.7752 2.3784  0.063
H4 3.4137 3.9579 4.5044  0.113
H5 3.0221 2.3996 3.6696  0.087
H6 1.2179 4.0227 5.0740  0.083
C5 3.5558 -0.8041 -5.5321  -0.086
C6 2.6415 -0.1440 -4.5452  -0.344
O10 1.7876 -1.1420 -4.0614  -0.063
H7 3.0597 -0.9128 -6.4965  0.081
H8 3.7728 -1.7662 -5.0681  0.069
H9 4.4701 -0.2146 -5.6000  0.066
H10 2.0828 0.6343 -5.0650  0.112
H11 3.2256 0.3472 -3.7670  0.086
H12 2.3255 -1.7993 -3.6139  0.029
C7 2.5525 -2.8976 2.7245  -0.045
C8 1.0348 -2.9622 3.0601  -0.291
O11 0.9430 -2.8048 4.4455  -0.162
H13 3.0515 -2.0070 3.1065  0.044
H14 2.7392 -2.8629 1.6512  0.051
H15 3.0989 -3.7781 3.0624  0.080
H16 0.6347 -3.9504 2.8331  0.124
H17 0.4771 -2.1769 2.5500  0.081
H18 0.8047 -3.6779 4.8200  0.100
C9 -2.4379 -5.7909 1.1650  -0.080
C10 -2.6487 -6.4842 -0.1670  -0.339
O12 -1.6335 -7.3984 -0.4478  -0.073
H19 -3.2984 -5.1785 1.4345  0.068
H20 -1.5207 -5.2023 1.1471  0.047
H21 -2.3575 -6.5490 1.9441  0.068
H22 -2.6653 -5.7847 -1.0028  0.086
H23 -3.6382 -6.9397 -0.2039  0.117
H24 -1.9790 -8.0005 -1.1109  0.086
C11 -1.8537 3.1713 -2.5773  -0.074
C12 -0.5979 2.7008 -3.3584  -0.280
O13 -0.5247 1.2847 -3.2186  -0.069
H25 -1.7163 2.9209 -1.5254  0.048
H26 -2.8104 2.8110 -2.9555  0.072
H27 -1.9207 4.2576 -2.6363  0.064
H28 0.2933 3.0778 -2.8567  0.084
H29 -0.6131 2.9817 -4.4115  0.113
H30 -0.2386 1.1780 -2.3085  0.037
C13 5.3082 0.2879 2.7109  -0.050
C14 5.1294 -0.0801 4.1946  -0.291
O14 3.7705 -0.0478 4.5536  -0.192
H31 4.8647 -0.4103 2.0011  0.062
H32 6.3715 0.1873 2.4930  0.086
H33 4.9958 1.3192 2.5472  0.071
H34 5.6645 0.6392 4.8145  0.121
H35 5.4451 -1.1077 4.3747  0.121
H36 3.8183 -0.1138 5.5101  0.062
C15 4.7522 -1.1131 -1.1713  -0.056
C16 3.4243 -1.9314 -1.3183  -0.283
O15 3.5548 -2.7803 -2.4332  -0.086
H37 4.9934 -0.4911 -2.0333  0.066
H38 5.5580 -1.8038 -0.9225  0.072
H39 4.5968 -0.4188 -0.3455  0.045
H40 2.5354 -1.3096 -1.4253  0.100
H41 3.2734 -2.5527 -0.4355  0.082
H42 4.4149 -3.2066 -2.4423  0.097
C17 0.8391 -4.2883 -0.7477  -0.072
C18 -0.3096 -3.7742 -1.5920  -0.314
O16 0.0457 -2.5476 -2.1177  -0.055
H43 1.7373 -4.3413 -1.3628  0.069
H44 0.6331 -5.2417 -0.2612  0.066
H45 1.0250 -3.5944 0.0721  0.041
H46 -1.1210 -3.5575 -0.8972  0.095
H47 -0.6353 -4.4891 -2.3476  0.115
H48 0.3704 -1.9974 -1.4011  0.026
C19 3.9826 3.6111 -0.4776  -0.088
C20 3.9692 2.8517 -1.8030  -0.325
O17 5.0034 3.3444 -2.6253  -0.070
H49 3.1337 3.2887 0.1252  0.044
H50 3.9995 4.6966 -0.5749  0.080
H51 4.8489 3.2348 0.0666  0.068
H52 3.0108 2.9789 -2.3063  0.105
H53 4.1558 1.8015 -1.5782  0.089
H54 4.9485 2.8900 -3.4691  0.079
C21 -3.6147 2.7885 4.3363  -0.045
C22 -2.2035 2.6247 3.7303  -0.311
O18 -1.2165 2.4919 4.6984  -0.163
H55 -3.8635 2.0149 5.0628  0.078
H56 -4.3235 2.8719 3.5125  0.070
H57 -3.6608 3.7208 4.8990  0.071
H58 -1.9115 3.4189 3.0433  0.126
H59 -2.2300 1.7698 3.0546  0.086
H60 -0.9271 3.3784 4.9262  0.083
C23 -4.1016 3.1759 0.2053  -0.076
C24 -5.1345 2.8844 -0.8669  -0.316
O19 -5.7401 4.1464 -1.1277  -0.083
H61 -4.6308 3.4218 1.1260  0.064
H62 -3.4570 3.9959 -0.1111  0.061
H63 -3.4004 2.3547 0.3538  0.060
H64 -5.9363 2.2106 -0.5650  0.113
H65 -4.6552 2.5150 -1.7734  0.088
H66 -6.2963 3.9493 -1.8849  0.081
C25 -0.4040 5.1142 0.1419  -0.084
C26 0.4763 5.5212 -0.9745  -0.320
O20 0.8175 6.9067 -0.8907  -0.071
H67 -1.3914 5.5682 0.0585  0.082
H68 -0.0041 5.3982 1.1153  0.057
H69 -0.5341 4.0322 0.1647  0.064
H70 0.0307 5.2853 -1.9409  0.096
H71 1.4100 4.9610 -1.0256  0.094
H72 1.2000 7.1921 -1.7236  0.081
C27 -2.7388 -2.1132 1.7872  -0.051
C28 -2.7897 -1.1411 2.9878  -0.241
O21 -1.5118 -0.5321 3.2850  -0.196
H73 -2.4745 -1.5867 0.8702  0.069
H74 -3.7167 -2.5896 1.7174  0.083
H75 -2.0208 -2.9180 1.9448  0.063
H76 -3.2024 -1.5947 3.8890  0.112
H77 -3.4466 -0.2948 2.7867  0.107
H78 -1.2543 -0.1397 2.4476  0.012

***

Look up the HOMO level of the first one.
-8.371 eV